(1)
DFT (ωB97M-V/def2-TZVPD) results for a molecular structure, C28H55BBr4Cl2F8MgN3O11P.

Output
- E_HOMO: -0.888 eV
- Net charge: -2
- HOMO-LUMO gap: 1.26 eV

Last column: Löwdin charge in e.
Atoms and positions in Å:
H: 4.593 -1.481 -2.695  0.184
O: 2.944 0.654 -1.781  -0.168
H: 2.813 -0.228 -3.597  0.227
H: -2.217 1.665 -6.457  0.050
C: -5.132 -4.220 10.373  -0.156
H: -1.649 3.360 -9.802  0.070
Br: -5.818 -1.472 3.247  0.599
F: -0.495 1.752 -5.126  -0.576
C: -3.819 3.304 0.287  -0.647
H: -4.334 4.087 -0.280  0.073
H: -3.330 2.545 -8.143  0.104
H: 5.399 4.276 -1.348  0.113
H: -6.033 -0.976 5.778  -0.043
C: -2.500 0.611 -6.442  -0.110
C: 6.003 -0.234 0.703  -0.449
O: 8.921 4.634 -5.073  -0.266
C: -4.681 -2.880 7.078  0.023
C: -1.420 0.121 -2.677  -0.130
H: 4.976 1.168 -1.341  0.124
H: 4.185 -4.757 -4.002  0.114
C: 4.195 1.281 -2.232  -0.131
F: 0.123 0.013 -4.782  -0.070
H: -4.062 -3.782 7.039  0.115
H: -3.525 0.553 -6.061  0.073
Cl: -2.342 5.299 1.457  0.525
H: -7.528 -0.059 5.914  0.061
H: 4.928 -3.213 -0.360  0.035
H: 3.066 3.371 -2.101  0.122
Br: 1.005 -4.455 -4.542  0.063
H: -6.045 0.564 6.650  0.093
O: 7.618 5.165 -7.152  -0.155
H: -1.921 2.980 1.299  0.074
C: 3.555 -1.539 -2.118  -0.113
C: -3.754 -2.571 9.371  -0.090
O: 4.143 -5.237 -3.103  0.004
C: -7.048 -0.521 2.078  -1.575
O: -3.290 0.569 -8.775  -0.184
H: 6.897 1.977 -2.140  0.055
H: -5.597 -3.055 6.511  0.101
C: -2.399 3.715 0.644  -0.655
C: -4.177 -3.102 10.721  -0.164
H: -4.576 -5.142 10.160  0.126
Br: -7.199 -1.375 0.337  0.596
H: 3.768 -1.305 -0.967  -0.039
H: 0.845 -0.737 -1.336  0.093
H: 3.787 2.873 -3.812  0.133
H: -1.379 -0.005 -8.196  0.108
F: 0.489 1.694 -3.130  -0.039
H: 5.257 -4.845 -0.446  0.078
N: 5.177 -3.982 -1.029  0.124
H: -1.835 0.095 -5.742  0.047
O: 6.499 5.277 -4.908  -0.262
B: 4.090 -4.142 -2.111  -0.431
F: -1.461 0.365 -1.193  -0.015
F: 5.805 2.099 2.974  -0.688
H: -4.123 -2.020 6.696  0.122
C: 1.146 -0.777 -2.487  -0.095
H: 7.656 3.686 -2.383  0.095
H: 2.239 -3.186 -1.171  0.089
C: 0.807 -2.326 -2.971  -0.255
H: -3.352 -1.554 9.397  0.139
H: -0.934 2.043 -8.865  0.074
F: 8.279 2.178 0.738  0.069
Mg: 2.805 -1.212 0.246  0.571
C: 0.133 0.234 -3.288  -0.112
H: -3.801 2.398 -0.326  0.072
O: 4.908 -0.695 0.424  -0.089
H: -6.143 -1.235 9.736  0.131
H: 5.293 4.680 -3.192  0.093
H: 0.282 -2.955 -2.102  0.143
N: 2.615 -0.414 -2.574  -0.083
H: -7.709 -0.420 8.266  0.120
C: -3.102 1.957 -9.037  -0.294
C: 3.991 2.890 -2.636  -0.142
C: -2.408 -0.020 -7.820  -0.270
H: 7.261 1.551 2.352  0.097
H: -1.797 3.803 -0.265  0.085
N: -5.049 -2.603 8.526  -0.234
C: -5.793 -1.259 8.697  -0.106
H: -3.851 2.237 -9.788  0.105
C: -1.723 2.291 -9.579  -0.088
H: -3.025 -3.242 8.901  0.140
P: 7.813 5.518 -5.669  -0.086
O: 7.046 -0.976 1.186  0.080
C: -6.619 -0.347 6.452  -0.128
H: -2.691 -1.076 -7.744  0.111
F: -2.124 -1.113 -3.097  0.032
H: -7.501 -2.001 7.534  0.114
H: 6.895 2.866 -3.903  0.081
H: -6.880 -3.409 9.347  0.130
F: -2.197 1.268 -3.274  0.001
O: 6.333 1.082 0.579  0.121
H: -5.821 -4.438 11.193  0.125
H: -6.624 0.474 1.910  -0.056
C: 7.513 1.237 1.334  -0.364
H: -5.056 -0.455 8.569  0.136
H: -3.324 -3.456 11.305  0.131
C: -6.981 -1.061 7.751  -0.224
H: -5.934 -4.574 8.380  0.134
C: -5.872 -3.768 9.120  -0.079
Br: -8.787 -0.265 2.912  0.547
Cl: -4.795 2.932 1.729  0.513
C: 6.755 2.986 -2.733  -0.145
H: 4.695 0.783 -3.166  0.145
H: 8.776 -0.323 2.126  0.140
H: 8.768 -0.227 0.350  0.140
C: 5.353 3.776 -2.417  -0.249
C: 8.158 -0.105 1.251  -0.075
H: -1.524 1.725 -10.496  0.073
H: -4.684 -2.325 11.304  0.120
O: 8.214 6.997 -5.541  -0.162
O: 2.026 -3.092 -3.362  -0.646
H: 0.069 -2.384 -3.885  0.053
C: 2.878 -3.031 -2.165  -0.244

(2)
DFT (ωB97M-V/def2-TZVPD) results for 3 unconnected molecules or ions with the total composition C28H55FO8P.

Output
- E_HOMO: -4.361 eV
- Net charge: -1
- HOMO-LUMO gap: 6.42 eV

Last column: Löwdin charge in e.
Atoms and positions in Å:
O: 5.488 5.495 2.712  0.057
H: -2.229 2.807 1.027  0.095
C: -2.155 -10.830 -3.152  -0.576
H: 0.173 -0.730 -2.784  0.115
H: 1.203 0.837 -0.226  0.105
H: -0.461 4.619 -2.162  0.106
H: -0.942 1.961 -0.532  0.078
H: 0.377 2.682 1.785  0.046
H: 1.597 -1.425 1.748  0.055
C: -0.835 -2.624 -2.565  -0.401
C: 6.322 3.318 -0.070  -0.021
H: 0.187 0.555 1.189  0.103
H: 2.496 -0.062 3.140  0.063
H: 7.261 4.711 2.011  0.136
H: -0.112 -2.622 0.596  0.008
H: 1.485 1.280 3.651  0.059
H: 1.599 -1.652 -1.545  0.025
H: -2.634 -9.188 0.057  0.092
H: 2.690 -0.987 0.427  0.065
H: -0.670 3.161 4.113  0.075
C: -2.095 3.318 -1.757  -0.223
H: -2.420 0.273 -0.736  0.107
C: -2.955 3.559 2.918  -0.215
H: -3.576 3.899 0.903  0.101
H: -0.431 1.654 3.259  0.030
H: 5.674 2.791 -0.767  0.089
C: -1.381 1.997 -1.525  -0.200
H: -3.020 3.321 -1.185  0.091
C: 2.346 1.009 3.040  -0.063
C: -2.636 3.733 1.425  -0.194
H: -0.897 -9.138 0.367  0.085
H: -2.013 -7.693 -3.162  0.126
C: -1.280 4.562 -1.444  -0.205
C: -1.434 -9.218 -1.717  -0.316
C: 1.205 0.475 0.804  -0.251
H: 6.679 6.166 1.160  0.134
H: 1.526 3.256 0.597  0.070
H: -0.397 -9.030 -2.003  0.159
H: -3.188 1.956 4.326  0.093
H: -0.081 3.809 0.199  0.047
C: -2.319 0.789 -1.686  -0.197
H: -1.719 -7.697 -0.252  0.084
C: -0.728 -1.111 -2.297  -0.381
C: -1.070 2.159 3.977  -0.097
C: -1.896 -0.219 -2.739  -0.141
C: 6.380 5.231 1.626  -0.100
H: 3.210 1.516 3.460  0.066
C: -1.692 4.895 1.091  -0.195
O: 3.843 4.301 3.686  0.166
C: -2.190 -4.722 -2.659  -0.209
H: -3.050 -5.080 -3.229  0.104
H: -0.459 -2.836 -3.579  0.138
H: 1.735 -3.169 -0.150  -0.010
H: -1.606 0.320 -3.643  0.111
H: 6.768 2.581 0.598  0.094
O: -1.684 -10.632 -1.903  0.079
C: -2.525 2.214 3.504  -0.247
C: 1.649 -0.969 0.761  -0.363
H: -2.556 -3.064 -1.406  0.134
H: -2.382 3.348 -2.810  0.111
P: 0.756 -2.130 -0.444  0.522
H: -0.557 1.897 -2.231  0.120
H: 3.048 1.535 1.062  0.117
O: -2.442 -9.648 -3.743  0.061
O: -0.032 -3.249 -1.615  -0.335
H: 7.113 3.811 -0.637  0.088
H: -1.107 5.103 1.988  0.099
H: -4.027 3.665 3.068  0.096
H: -3.312 1.152 -1.960  0.102
C: -0.698 4.672 -0.039  -0.226
C: -2.380 -8.622 -2.738  -0.087
C: 4.595 4.469 2.786  -0.556
C: 5.548 4.335 0.729  -0.324
H: 1.847 3.497 2.327  0.071
H: 4.903 4.931 0.078  0.159
C: -2.234 -3.228 -2.432  -0.127
H: -1.278 -5.005 -3.184  0.111
C: 1.441 2.812 1.589  -0.092
O: -2.301 -11.896 -3.664  0.148
H: -3.382 -8.469 -2.331  0.141
H: -1.893 5.451 -1.613  0.104
H: -2.271 5.798 0.898  0.108
H: -2.679 1.452 2.742  0.103
H: -2.765 -0.804 -2.996  0.083
H: -2.952 -2.795 -3.119  0.097
C: 2.107 1.431 1.604  -0.415
C: -1.684 -8.786 -0.299  -0.018
O: -0.528 -1.020 -0.912  -0.321
O: 4.699 3.684 1.689  0.074
H: -0.983 1.637 4.925  0.070
H: -0.024 5.530 -0.043  0.110
F: -2.210 -5.430 -1.449  -0.079
H: -2.491 4.365 3.486  0.097

(3)
DFT (ωB97M-V/def2-TZVPD) results for a molecular structure, C28H55NNaO12S6.

Output
- Spin multiplicity: 2
- E_HOMO (spin up / spin down): -14.220 / -14.220 eV
- Net charge: +2
- HOMO-LUMO gap (spin up / spin down): 9.49 / 2.92 eV

Last column: Löwdin charge in e.
Atoms and positions in Å:
C: -6.037 0.795 0.231  -0.218
C: -1.243 -2.952 4.909  -0.194
C: 2.644 -0.036 -4.922  -0.196
H: -2.118 -2.245 3.083  0.067
H: 6.514 -0.835 1.491  0.117
C: 2.173 1.782 4.748  -0.151
C: 4.016 -2.222 0.182  -0.187
H: -1.689 4.342 -4.739  0.147
H: -0.742 -3.875 5.202  0.119
H: -0.583 1.241 -4.626  0.083
H: -6.559 -0.027 0.720  0.122
H: 0.314 -4.294 -3.240  0.119
H: -0.758 -0.896 5.035  0.106
H: -1.638 2.633 -3.249  0.087
C: 2.889 0.708 -3.614  -0.192
H: -5.019 -1.629 -0.673  0.097
H: 3.698 -2.440 -0.837  0.091
C: 6.205 -0.875 0.447  -0.212
C: 5.207 0.190 -0.005  -0.203
O: -3.901 3.679 -0.794  -0.172
O: -0.626 -1.243 -1.589  -0.331
H: -0.799 -5.505 -1.447  0.122
O: 1.724 3.208 -3.582  -0.335
H: 0.754 -0.914 -4.496  0.088
C: 1.101 -0.164 -5.207  -0.164
H: -0.270 4.792 -2.784  0.111
H: -5.076 1.255 -1.678  0.080
C: 0.786 -4.104 -1.212  -0.248
H: -6.333 0.054 -1.756  0.118
H: 3.139 0.421 -5.779  0.117
H: 5.201 0.335 -1.085  0.105
H: 3.750 1.369 -3.712  0.109
C: -1.855 5.259 -1.414  -0.096
Na: 0.022 0.478 0.207  0.241
H: -1.979 -3.095 -0.095  0.093
O: -1.510 2.759 -0.498  -0.204
H: 6.110 -3.083 0.559  0.121
H: -2.711 5.924 -1.295  0.125
H: 5.745 -2.338 -0.990  0.104
S: -2.498 3.524 -1.245  0.888
H: 2.008 0.796 5.181  0.106
O: -3.888 -1.466 1.743  -0.303
H: -3.628 -0.969 -1.595  0.078
C: 0.537 -3.465 -2.568  -0.185
S: 1.430 1.799 -3.325  0.721
H: 7.149 -0.862 -0.098  0.116
O: 0.729 1.343 -2.156  -0.335
C: 5.575 -2.261 0.084  -0.187
C: -0.503 -4.685 -0.793  -0.213
C: -4.849 1.057 1.208  -0.170
O: 3.635 -0.299 2.093  -0.326
O: -1.854 -2.524 -3.420  -0.330
H: -2.194 -2.851 5.433  0.128
H: -4.433 2.029 0.943  0.068
H: 0.634 1.942 -5.610  0.101
C: -2.554 3.208 -3.108  -0.089
H: -1.163 5.457 -0.595  0.131
H: 2.997 0.075 -2.733  0.078
S: -0.970 -2.487 -2.260  0.695
C: 1.000 -2.005 4.198  -0.211
O: 0.984 -3.668 2.154  -0.326
H: -6.689 1.659 0.102  0.123
H: 0.968 -3.372 -0.425  0.095
O: -2.348 0.098 0.702  -0.332
H: -0.979 6.254 -3.214  0.152
H: -2.443 -4.082 -1.568  0.099
C: 1.514 2.912 5.604  -0.250
S: 0.241 -2.533 2.650  0.727
N: 1.281 1.870 2.292  0.203
H: 0.226 -1.760 6.144  0.119
H: -4.965 1.007 2.291  0.105
H: 3.581 -2.929 0.888  0.099
O: 2.534 0.047 -0.227  -0.372
H: -1.765 -3.952 2.930  0.108
H: -3.486 2.722 -3.397  0.126
H: 0.885 -0.420 -6.244  0.124
S: 3.631 -0.478 0.622  0.750
H: 1.504 -4.924 -1.227  0.137
H: 1.625 -2.816 4.572  0.112
H: -0.331 1.775 5.677  0.064
C: 1.632 1.811 3.375  -0.204
H: -0.493 -5.024 0.243  0.113
C: -0.201 -1.826 5.142  -0.210
H: 2.056 2.903 6.549  0.107
H: -0.388 3.286 4.721  0.073
H: 1.251 -2.760 -2.992  0.092
C: -1.439 -3.031 3.415  -0.171
H: 3.214 -0.964 -4.859  0.115
C: -0.013 2.816 5.631  -0.089
H: 3.242 1.996 4.761  0.125
H: 1.893 3.910 5.379  0.110
H: 1.744 -1.225 4.041  0.084
C: -1.643 -3.613 -0.993  -0.165
C: -4.395 -0.754 -0.852  -0.135
H: 5.254 1.129 0.545  0.109
C: 0.487 1.198 -4.827  -0.196
S: -3.681 -0.367 0.845  0.684
H: -3.070 5.124 -3.956  0.133
C: -2.170 4.535 -3.780  -0.167
C: -1.247 5.273 -2.821  -0.177
C: -5.508 0.412 -1.139  -0.174
H: -0.329 3.291 6.560  0.079
O: 0.128 -1.337 1.816  -0.347

Number 1: energy -14672.730590 Ha, F_max 8.37 eV/A. Number 2: energy -2143.046340 Ha, F_max 0.66 eV/A. Number 3: energy -4608.300551 Ha, F_max 2.94 eV/A.